Record 1
C3H8N2O in the gas phase. Source: the Open Molecules 2025 dataset; level of theory: ωB97M-V/def2-TZVPD.

The geometry in XYZ format:
```
14
Properties=species:S:1:pos:R:3
C -0.555 1.096 0.749
C 0.281 -0.179 0.546
C 0.180 -0.715 -0.876
H 0.338 1.812 2.445
H -0.974 0.887 2.735
H -1.580 0.894 0.418
H -0.160 1.900 0.098
H 1.338 -0.012 0.816
H -0.083 -0.982 1.218
H 2.187 -1.256 -0.888
H 1.274 -1.650 -2.320
N -0.598 1.593 2.117
N 1.333 -1.202 -1.415
O -0.866 -0.693 -1.494
```

Properties
HOMO energy: -9.33 eV
Energy above the lowest of the compared OMol25 structures with the same formula, charge and spin: 0.354 eV
Orbital gap: 10.15 eV
E_tot: -8268.9724 eV
Net charge: 0
SMILES: NCCC(N)=O


Record 2
A molecular structure, C38H38N6O5S2V in a non-equilibrium geometry. Source: the Open Molecules 2025 dataset; level of theory: ωB97M-V/def2-TZVPD.

The geometry in XYZ format:
```
90
Properties=species:S:1:pos:R:3
V 0.381 -0.165 0.048
C 3.622 0.584 -0.807
C 3.125 -0.282 -1.983
C 1.878 0.239 -2.641
C 1.936 1.274 -3.567
C 0.767 1.725 -4.155
C -0.424 1.090 -3.831
C -0.396 0.056 -2.916
N 0.722 -0.347 -2.305
N 2.953 0.248 0.462
C 3.197 1.319 1.494
C 2.096 2.286 1.901
C 2.191 3.640 1.605
C 1.203 4.501 2.058
C 0.189 3.996 2.852
C 0.193 2.636 3.119
N 1.099 1.795 2.635
C 3.487 -1.020 0.968
C 2.520 -1.775 1.838
C 2.875 -3.025 2.338
C 1.966 -3.718 3.112
C 0.755 -3.109 3.419
C 0.505 -1.851 2.905
N 1.352 -1.209 2.101
H 4.710 0.443 -0.702
H 3.451 1.636 -1.040
H 3.921 -0.342 -2.730
H 2.891 -1.280 -1.621
H 2.891 1.719 -3.814
H 0.786 2.562 -4.840
H -1.356 1.404 -4.279
H -1.298 -0.489 -2.655
H 3.452 0.813 2.426
H 4.054 1.925 1.175
H 3.015 4.018 1.015
H 1.233 5.551 1.798
H -0.590 4.634 3.245
H -0.567 2.193 3.755
H 3.727 -1.675 0.133
H 4.421 -0.841 1.523
H 3.844 -3.448 2.104
H 2.200 -4.710 3.475
H 0.022 -3.607 4.036
H -0.405 -1.317 3.145
O 1.895 3.516 -1.575
C 0.744 4.215 -1.689
C 0.805 5.504 -2.211
C -0.342 6.264 -2.336
C -1.570 5.736 -1.953
C -1.639 4.459 -1.434
C -0.489 3.682 -1.271
C -0.570 2.368 -0.607
O 0.473 1.605 -0.476
N -1.718 2.032 -0.083
N -1.691 0.817 0.546
C -2.589 0.719 1.454
S -2.863 -0.694 2.443
C -4.525 -0.146 2.959
C -4.440 1.338 3.225
S -3.647 2.113 1.773
H 1.640 2.667 -1.144
H 1.768 5.892 -2.513
H -0.280 7.267 -2.737
H -2.469 6.328 -2.061
H -2.582 4.026 -1.132
H -4.797 -0.717 3.845
H -5.211 -0.368 2.142
H -3.831 1.542 4.107
H -5.422 1.789 3.355
C -5.384 -4.746 -1.104
O -4.591 -3.625 -0.781
C -3.241 -3.770 -0.765
C -2.576 -4.957 -1.094
C -1.205 -4.984 -1.072
C -0.425 -3.874 -0.720
C 1.023 -3.909 -0.825
C 1.685 -5.204 -1.258
O 1.753 -2.950 -0.609
C -1.115 -2.661 -0.331
O -0.491 -1.595 0.063
C -2.522 -2.655 -0.395
H -6.416 -4.424 -0.986
H -5.197 -5.583 -0.426
H -5.228 -5.074 -2.136
H -3.125 -5.838 -1.393
H -0.707 -5.906 -1.344
H 1.401 -6.031 -0.608
H 2.762 -5.063 -1.212
H 1.401 -5.439 -2.285
H -3.050 -1.746 -0.145
```

Properties
HOMO energy (alpha / beta): -5.24 / -7.39 eV
Energy above the lowest of the compared OMol25 structures with the same formula, charge and spin: 2.611 eV
Orbital gap (alpha / beta): 5.74 / 7.89 eV
E_tot: -106559.6175 eV
Net charge: 0
2S+1: 4


Record 3
A molecular structure, C35H35CoN2O4PS3. Source: the Open Molecules 2025 dataset; level of theory: ωB97M-V/def2-TZVPD.

The geometry in XYZ format:
```
81
Properties=species:S:1:pos:R:3
Co 0.371 -0.745 -0.065
O -1.967 -1.199 -0.201
S -2.746 -1.159 1.107
C -2.815 0.621 1.465
C -2.972 1.423 0.170
C -1.656 2.025 -0.312
C -1.655 2.382 -1.793
S -1.088 1.035 -2.903
O -0.414 -0.032 -2.099
C -2.623 0.322 -3.457
C -3.582 1.121 -4.069
C -4.700 0.523 -4.629
C -4.833 -0.861 -4.606
C -3.852 -1.645 -4.019
C -2.737 -1.057 -3.431
C -4.453 -1.378 0.654
C -4.840 -1.407 -0.672
C -6.180 -1.607 -0.981
C -7.111 -1.774 0.033
C -6.705 -1.756 1.364
C -5.370 -1.568 1.682
H -1.868 0.827 1.970
H -3.616 0.774 2.187
H -3.722 2.206 0.302
H -3.347 0.764 -0.617
H -0.836 1.324 -0.136
H -1.405 2.918 0.266
H -0.962 3.195 -2.007
H -2.645 2.674 -2.147
H -3.458 2.196 -4.125
H -5.457 1.135 -5.101
H -5.699 -1.327 -5.058
H -3.954 -2.723 -4.006
H -1.965 -1.648 -2.953
H -4.096 -1.287 -1.445
H -6.491 -1.633 -2.018
H -8.154 -1.929 -0.210
H -7.429 -1.906 2.154
H -5.038 -1.587 2.714
O -1.028 -1.298 3.790
C -0.156 -1.177 2.951
O -0.178 -1.680 1.752
C 1.103 -0.344 3.265
P 2.155 -0.518 1.782
C 3.418 0.806 1.865
C 3.066 2.075 2.331
C 3.956 3.137 2.258
C 5.211 2.954 1.691
C 5.561 1.706 1.197
C 4.674 0.642 1.285
C 3.092 -2.031 2.216
C 4.115 -1.989 3.163
C 4.774 -3.145 3.550
C 4.408 -4.367 3.000
C 3.379 -4.421 2.070
C 2.726 -3.261 1.680
H 1.590 -0.720 4.164
H 0.795 0.685 3.456
H 2.087 2.243 2.764
H 3.669 4.108 2.642
H 5.910 3.779 1.634
H 6.532 1.554 0.742
H 4.957 -0.324 0.882
H 4.402 -1.044 3.610
H 5.568 -3.093 4.284
H 4.920 -5.272 3.298
H 3.081 -5.371 1.646
H 1.917 -3.314 0.963
C 5.305 2.216 -2.657
C 4.018 1.797 -2.013
C 3.152 2.727 -1.438
C 2.014 2.221 -0.852
N 1.739 0.925 -0.844
C 2.614 0.080 -1.448
S 2.200 -1.597 -1.393
N 3.753 0.497 -2.022
H 5.571 3.242 -2.407
H 5.217 2.133 -3.742
H 6.106 1.546 -2.345
H 3.376 3.784 -1.424
H 1.301 2.872 -0.353
```

Properties
HOMO energy (alpha / beta): -7.29 / -7.33 eV
Energy above the lowest of the compared OMol25 structures with the same formula, charge and spin: 0.702 eV
Orbital gap (alpha / beta): 7.55 / 7.59 eV
E_tot: -127455.1204 eV
Net charge: 0
2S+1: 4


Record 4
A molecular structure, C18H26AsKN4O8S in a non-equilibrium geometry. Source: the Open Molecules 2025 dataset; level of theory: ωB97M-V/def2-TZVPD.

The geometry in XYZ format:
```
59
Properties=species:S:1:pos:R:3
K -1.485 -0.482 -1.960
O -1.733 1.650 -1.583
C -1.591 2.166 -0.482
C -1.705 1.573 0.819
C -1.674 2.441 1.909
C -1.814 1.989 3.206
C -1.943 0.605 3.454
C -1.953 -0.270 2.419
C -1.862 0.145 1.042
O -1.903 -0.705 0.124
N -1.838 2.899 4.286
O -1.727 4.093 4.047
O -1.970 2.449 5.415
H -1.349 3.247 -0.437
H -1.560 3.504 1.747
H -2.032 0.283 4.481
H -2.049 -1.333 2.586
C -6.437 0.041 -2.233
As -4.484 -0.264 -2.325
C -4.602 -2.188 -2.733
C -4.277 0.323 -4.193
H -6.939 -0.397 -3.096
H -6.646 1.112 -2.207
H -6.842 -0.405 -1.323
H -5.338 -2.375 -3.517
H -4.900 -2.734 -1.838
H -3.628 -2.565 -3.054
H -5.042 -0.127 -4.828
H -3.288 0.047 -4.566
H -4.369 1.407 -4.248
C 4.287 1.743 3.130
C 4.294 0.232 3.224
S 3.375 -0.521 1.833
O 2.783 -1.759 2.273
O 2.506 0.437 1.207
C 4.679 -1.005 0.642
C 4.060 -1.954 -0.370
N 3.011 -1.313 -1.130
C 1.676 -1.503 -1.043
N 1.023 -0.747 -1.918
C 1.933 -0.008 -2.561
C 3.192 -0.335 -2.096
N 4.407 0.193 -2.543
O 4.344 1.056 -3.397
O 5.451 -0.234 -2.071
C 0.983 -2.437 -0.139
H 4.679 2.184 4.047
H 3.269 2.099 2.980
H 4.897 2.076 2.291
H 3.817 -0.139 4.130
H 5.300 -0.178 3.156
H 5.452 -1.525 1.199
H 5.082 -0.112 0.174
H 3.636 -2.809 0.163
H 4.835 -2.303 -1.062
H 1.682 0.721 -3.306
H 1.640 -2.912 0.581
H 0.462 -3.194 -0.723
H 0.229 -1.880 0.415
```

Properties
HOMO energy: -7.75 eV
Orbital gap: 7.05 eV
E_tot: -129421.3155 eV
Net charge: 0


Record 5
3 unconnected molecules or ions with the total composition C4H14NO3 in a non-equilibrium geometry. Source: the Open Molecules 2025 dataset; level of theory: ωB97M-V/def2-TZVPD.

The geometry in XYZ format:
```
22
Properties=species:S:1:pos:R:3
C 0.645 -0.858 -0.245
N 0.726 -0.402 -1.665
C -0.677 -0.107 -2.071
O -1.438 0.948 -1.301
C 1.751 -0.310 0.576
C 1.667 1.187 0.832
H -0.309 -0.460 0.111
H 0.561 -1.920 -0.108
H 1.126 0.502 -1.695
H -0.568 0.391 -3.181
H -1.142 -1.106 -2.175
H 2.750 -0.415 0.075
H 1.755 -0.793 1.598
H 0.659 1.578 1.128
H 2.353 1.342 1.769
H 1.950 1.864 -0.123
H -0.474 -1.147 1.695
H -1.984 -0.852 1.731
O -1.269 -1.557 2.045
H -1.926 0.777 -0.301
H -3.512 0.798 0.470
O -2.645 0.539 0.837
```

Properties
HOMO energy: -4.56 eV
Energy above the lowest of the compared OMol25 structures with the same formula, charge and spin: 1.796 eV
Orbital gap: 8.44 eV
E_tot: -12007.1003 eV
Net charge: -1


Record 6
3 unconnected molecules or ions with the total composition C4H13NOS in a non-equilibrium geometry. Source: the Open Molecules 2025 dataset; level of theory: ωB97M-V/def2-TZVPD.

The geometry in XYZ format:
```
20
Properties=species:S:1:pos:R:3
C 1.330 -0.274 1.428
C -0.125 0.072 1.428
C -1.056 -1.065 1.101
S -2.679 -0.524 0.570
C -1.445 0.979 -2.045
N 1.719 -1.142 0.312
H 1.744 0.744 1.456
H 1.653 -0.701 2.397
H -0.421 0.592 2.376
H -0.175 0.814 0.613
H -0.579 -1.658 0.208
H -0.971 -1.848 1.904
H -0.958 0.603 -1.169
H -1.058 1.951 -2.363
H -2.438 1.139 -1.717
H 1.539 -0.565 -0.499
H 2.741 -1.288 0.336
H 1.637 1.081 -2.071
H -1.530 0.312 -2.944
O 1.070 0.778 -1.321
```

Properties
HOMO energy: -8.12 eV
Energy above the lowest of the compared OMol25 structures with the same formula, charge and spin: 7.431 eV
Orbital gap: 3.60 eV
E_tot: -18724.5797 eV
Net charge: 0


Record 7
A molecular structure, C15H19Cl4CoFN4O6Te4 in a non-equilibrium geometry. Source: the Open Molecules 2025 dataset; level of theory: ωB97M-V/def2-TZVPD.

The geometry in XYZ format:
```
54
Properties=species:S:1:pos:R:3
Co -0.224 -0.705 -0.879
Te -0.798 -3.922 -2.000
Te 0.637 -5.778 -0.578
Te -2.268 -5.624 -3.514
Te -1.554 -1.463 -2.866
C -1.330 -2.544 1.376
C -1.270 -3.065 2.837
N -0.026 -2.644 3.494
C -0.005 -1.181 3.544
C -0.183 -0.575 2.128
N -0.168 -1.664 1.108
C 1.085 -2.441 1.278
C 1.111 -3.096 2.680
H -2.234 -1.971 1.175
H -1.292 -3.377 0.684
H -1.307 -4.155 2.840
H -2.107 -2.688 3.428
H 0.946 -0.869 3.982
H -0.801 -0.848 4.214
H 0.600 0.135 1.898
H -1.133 -0.051 2.032
H 1.920 -1.757 1.133
H 1.125 -3.212 0.510
H 2.031 -2.844 3.211
H 1.054 -4.181 2.577
Cl 3.040 1.214 -2.813
C 2.987 0.127 -1.401
Cl 2.045 -1.340 -1.773
C 2.374 0.907 -0.218
O 3.166 1.611 0.409
O 1.122 0.767 -0.048
H 4.000 -0.170 -1.181
F 1.448 4.982 -2.844
C 1.047 4.520 -1.651
C -0.160 3.984 -1.502
N -0.641 3.563 -0.281
C -1.839 2.722 -0.238
C -1.546 1.338 -0.822
O -2.073 0.326 -0.275
O -0.734 1.286 -1.778
C 0.186 3.546 0.837
O -0.164 3.118 1.919
N 1.430 4.110 0.633
C 1.975 4.623 -0.542
O 3.084 5.108 -0.571
H -0.832 3.893 -2.343
H -2.635 3.191 -0.816
H -2.143 2.615 0.794
H 2.089 3.963 1.382
Cl 0.049 -1.208 -4.752
C -2.502 0.160 -4.016
Cl -3.933 0.905 -3.229
H -2.864 -0.286 -4.935
H -1.783 0.944 -4.239
```

Properties
HOMO energy (alpha / beta): -1.36 / -1.22 eV
Orbital gap (alpha / beta): 5.19 / 4.72 eV
E_tot: -153720.0764 eV
Net charge: -2
2S+1: 4


Record 8
A molecular structure, C29H23FN3PRuS7 in a non-equilibrium geometry. Source: the Open Molecules 2025 dataset; level of theory: ωB97M-V/def2-TZVPD.

The geometry in XYZ format:
```
65
Properties=species:S:1:pos:R:3
Ru 0.256 0.519 1.034
N -3.547 -0.968 1.510
C -3.974 0.288 1.876
C -5.224 0.789 2.181
C -5.292 2.116 2.607
C -4.154 2.904 2.706
C -2.898 2.415 2.380
C -2.809 1.089 1.965
N -1.726 0.328 1.661
C -2.171 -0.925 1.384
C -1.248 -1.967 1.182
C -1.396 -3.346 1.034
S 0.170 -4.102 0.935
C 0.905 -2.548 1.085
N 0.071 -1.570 1.196
H -4.135 -1.742 1.263
H -6.108 0.176 2.088
H -6.248 2.533 2.889
H -4.246 3.920 3.064
H -2.010 3.026 2.439
H -2.284 -3.936 0.991
H 1.973 -2.434 1.086
S 2.554 0.349 0.481
S 3.657 1.824 1.112
S 1.768 3.863 1.307
S 0.141 2.899 0.805
F 2.678 -3.613 5.763
C 2.223 -2.538 5.063
C 0.863 -2.396 4.850
C 0.400 -1.271 4.199
C 1.283 -0.288 3.732
C 0.792 0.928 3.073
C 2.652 -0.481 3.952
C 3.129 -1.595 4.615
H 0.183 -3.156 5.200
H -0.662 -1.135 4.053
H 1.555 1.717 3.111
H -0.128 1.291 3.544
H 3.350 0.266 3.602
H 4.186 -1.727 4.796
S 1.842 -2.007 -1.908
P 0.830 -0.421 -2.485
S -0.662 0.261 -1.297
C 1.929 0.974 -2.948
C 1.956 2.152 -2.218
C 2.846 3.155 -2.552
C 3.707 2.983 -3.621
C 3.676 1.810 -4.359
C 2.795 0.800 -4.019
C -0.063 -0.794 -4.040
C -0.383 0.204 -4.951
C -1.031 -0.128 -6.128
C -1.362 -1.448 -6.395
C -1.082 -2.436 -5.465
C -0.431 -2.108 -4.289
H 1.270 2.285 -1.391
H 2.873 4.062 -1.965
H 4.412 3.760 -3.882
H 4.346 1.678 -5.197
H 2.769 -0.129 -4.574
H -0.113 1.228 -4.733
H -1.267 0.649 -6.843
H -1.848 -1.700 -7.329
H -1.360 -3.463 -5.660
H -0.180 -2.871 -3.564
```

Properties
HOMO energy (alpha / beta): -2.26 / -5.07 eV
Energy above the lowest of the compared OMol25 structures with the same formula, charge and spin: 0.160 eV
Orbital gap (alpha / beta): 4.76 / 5.74 eV
E_tot: -125355.6723 eV
Net charge: -1
2S+1: 6


Record 9
A molecular structure, C35H47ClNP2Y in a non-equilibrium geometry. Source: the Open Molecules 2025 dataset; level of theory: ωB97M-V/def2-TZVPD.

The geometry in XYZ format:
```
87
Properties=species:S:1:pos:R:3
C -1.055 2.290 -1.031
C 0.219 1.650 -0.912
C 0.388 0.793 -2.048
H 0.960 1.844 -0.136
C -0.794 0.873 -2.844
C -1.693 1.797 -2.218
H -2.646 2.144 -2.621
H -1.459 3.041 -0.353
H 1.286 0.222 -2.292
H -0.960 0.373 -3.799
Y -1.543 -0.203 -0.644
Cl -1.160 -2.639 -1.123
P 3.162 -1.412 0.563
C 3.737 -1.873 -1.067
C 5.034 -1.583 -1.535
H 5.771 -1.143 -0.863
C 5.362 -1.862 -2.862
H 6.359 -1.628 -3.232
C 4.415 -2.430 -3.722
H 4.675 -2.635 -4.763
C 3.129 -2.731 -3.256
H 2.395 -3.176 -3.930
C 2.783 -2.457 -1.939
H 1.779 -2.674 -1.567
C 4.084 -0.038 1.244
C 4.369 1.080 0.419
H 4.167 1.027 -0.653
C 4.905 2.235 0.978
H 5.127 3.090 0.339
C 5.152 2.306 2.354
H 5.556 3.221 2.787
C 4.864 1.209 3.177
H 5.047 1.271 4.251
C 4.331 0.044 2.634
H 4.103 -0.809 3.273
C 3.065 -2.825 1.658
C 3.976 -3.898 1.595
H 4.820 -3.853 0.903
C 3.783 -5.004 2.424
H 4.484 -5.840 2.382
C 2.693 -5.055 3.301
H 2.544 -5.928 3.937
C 1.784 -3.991 3.362
H 0.937 -4.035 4.047
C 1.959 -2.881 2.544
H 1.254 -2.047 2.559
C -4.265 3.171 1.149
C -4.471 2.058 2.188
C -3.300 2.170 3.183
C -5.813 2.234 2.908
P -4.422 0.374 1.344
N -2.943 0.322 0.769
C -4.529 -1.078 2.536
C -5.881 -1.132 3.257
C -4.307 -2.393 1.768
C -3.408 -0.966 3.582
C -5.543 0.109 -0.173
C -5.813 1.428 -0.903
C -4.841 -0.834 -1.177
C -6.892 -0.476 0.255
H -3.985 4.094 1.678
H -5.172 3.388 0.577
H -3.445 2.913 0.468
H -3.497 1.668 4.135
H -2.385 1.766 2.734
H -3.126 3.233 3.400
H -6.672 1.984 2.268
H -5.860 1.636 3.826
H -5.914 3.289 3.203
H -6.712 -1.321 2.575
H -5.840 -1.966 3.974
H -6.091 -0.216 3.816
H -3.379 -2.359 1.180
H -4.196 -3.200 2.509
H -5.146 -2.666 1.117
H -2.461 -0.684 3.110
H -3.649 -0.257 4.384
H -3.278 -1.953 4.049
H -4.886 1.927 -1.210
H -6.377 1.198 -1.820
H -6.429 2.112 -0.306
H -4.580 -1.805 -0.743
H -5.526 -1.017 -2.017
H -3.930 -0.361 -1.599
H -6.811 -1.509 0.609
H -7.385 0.145 1.016
H -7.550 -0.492 -0.627
```

Properties
HOMO energy: -7.15 eV
Orbital gap: 7.63 eV
E_tot: -70693.4246 eV
Net charge: 0